A cluster of 7 separate species, C36H66F6N12P in total at a distorted geometry, computed with ωB97M-V with the def2-TZVPD basis set.

Last column: Löwdin charge in e.
Geometry (Å):
1 C 37.249 0.512 -1.437  -0.0554
2 C 36.122 1.407 -0.939  -0.1552
3 N 34.776 0.892 -1.285  -0.0093
4 C 33.750 1.616 -1.963  0.0106
5 C 32.587 0.846 -2.135  0.0164
6 N 32.853 -0.291 -1.431  -0.1085
7 C 34.154 -0.265 -1.015  0.0084
8 C 31.974 -1.398 -1.171  0.0216
9 H 38.193 1.029 -1.264  0.0919
10 H 37.165 0.396 -2.518  0.0774
11 H 37.154 -0.444 -0.923  0.0892
12 H 36.223 2.384 -1.410  0.1049
13 H 36.189 1.441 0.148  0.1379
14 H 33.975 2.495 -2.550  0.1035
15 H 31.613 0.999 -2.576  0.1393
16 H 34.575 -1.062 -0.420  0.1767
17 H 32.136 -1.714 -0.140  0.1167
18 H 32.151 -2.123 -1.965  0.1196
19 H 30.916 -1.133 -1.167  0.1121
20 C 30.334 8.978 -5.354  -0.0717
21 C 31.443 8.056 -5.685  -0.2106
22 N 31.421 7.449 -7.003  -0.0267
23 C 32.342 6.479 -7.508  0.0304
24 C 31.946 6.215 -8.859  0.0068
25 N 30.991 7.157 -9.197  -0.1000
26 C 30.585 7.833 -8.054  0.0661
27 C 30.501 7.160 -10.544  0.0076
28 H 30.393 9.308 -4.317  0.0888
29 H 29.364 8.503 -5.499  0.0771
30 H 30.434 9.894 -5.936  0.0993
31 H 31.599 7.332 -4.885  0.0984
32 H 32.389 8.596 -5.685  0.1413
33 H 33.029 6.002 -6.825  0.1028
34 H 32.334 5.626 -9.676  0.1296
35 H 29.794 8.562 -7.952  0.1610
36 H 29.499 6.732 -10.560  0.1109
37 H 31.113 6.564 -11.222  0.1092
38 H 30.554 8.149 -11.001  0.1206
39 C 38.651 7.926 -2.624  -0.0432
40 C 39.218 8.983 -1.559  -0.1328
41 N 39.894 10.096 -2.186  -0.0774
42 C 40.829 9.994 -3.213  0.0356
43 C 41.404 11.302 -3.445  0.0562
44 N 40.814 12.126 -2.523  -0.0824
45 C 39.910 11.400 -1.767  0.0215
46 C 40.948 13.572 -2.322  0.0201
47 H 38.108 7.093 -2.177  0.0275
48 H 39.454 7.517 -3.237  0.0651
49 H 37.936 8.394 -3.302  0.0817
50 H 40.006 8.560 -0.936  0.1395
51 H 38.397 9.349 -0.943  0.1034
52 H 40.998 9.022 -3.652  0.1237
53 H 42.194 11.612 -4.114  0.1457
54 H 39.275 11.708 -0.950  0.1582
55 H 41.795 13.969 -2.882  0.1131
56 H 41.114 13.825 -1.275  0.1090
57 H 40.082 14.177 -2.591  0.1074
58 C 38.264 4.412 -3.257  -0.0592
59 C 37.695 3.230 -4.013  -0.1731
60 N 37.577 3.509 -5.449  -0.0556
61 C 38.672 3.554 -6.313  0.0485
62 C 38.059 3.762 -7.577  -0.0019
63 N 36.714 4.095 -7.502  -0.0731
64 C 36.425 3.917 -6.143  0.0502
65 C 35.872 4.344 -8.679  0.0234
66 H 39.317 4.606 -3.461  0.0940
67 H 38.020 4.354 -2.197  0.0844
68 H 37.676 5.314 -3.426  0.0462
69 H 36.666 2.984 -3.752  0.1022
70 H 38.414 2.413 -3.946  0.1335
71 H 39.676 3.270 -6.033  0.1456
72 H 38.589 4.029 -8.480  0.1391
73 H 35.443 3.936 -5.694  0.1324
74 H 34.845 4.006 -8.540  0.0959
75 H 36.417 4.003 -9.560  0.1144
76 H 35.821 5.429 -8.767  0.1007
77 C 28.600 7.672 -2.592  -0.0494
78 C 27.919 6.324 -3.019  -0.1123
79 N 28.507 5.729 -4.226  -0.0313
80 C 29.762 5.179 -4.398  -0.0337
81 C 29.917 4.637 -5.649  0.0072
82 N 28.678 4.838 -6.278  -0.0790
83 C 27.885 5.591 -5.451  0.0412
84 C 28.187 4.448 -7.575  0.0031
85 H 29.677 7.788 -2.709  0.0606
86 H 28.442 7.842 -1.527  0.0877
87 H 28.135 8.511 -3.108  0.0784
88 H 26.865 6.460 -3.263  0.1348
89 H 28.059 5.632 -2.189  0.1343
90 H 30.481 5.217 -3.594  0.1224
91 H 30.815 4.169 -6.025  0.1308
92 H 26.843 5.818 -5.621  0.1755
93 H 28.081 5.354 -8.172  0.0960
94 H 27.257 3.879 -7.600  0.1192
95 H 28.897 3.854 -8.150  0.1057
96 C 36.827 7.154 0.562  -0.0134
97 C 35.432 7.717 1.154  -0.1349
98 N 35.326 9.041 0.743  -0.0800
99 C 34.891 9.501 -0.499  -0.0014
100 C 34.918 10.860 -0.568  0.0048
101 N 35.424 11.294 0.642  -0.0862
102 C 35.754 10.147 1.402  0.0572
103 C 35.711 12.631 1.158  0.0184
104 H 37.010 6.204 1.063  0.0815
105 H 37.677 7.784 0.823  0.0686
106 H 36.861 7.088 -0.526  0.0371
107 H 35.433 7.720 2.244  0.1372
108 H 34.485 7.242 0.899  0.1361
109 H 34.616 8.810 -1.282  0.1121
110 H 34.751 11.561 -1.372  0.1430
111 H 36.231 10.241 2.366  0.1701
112 H 34.758 13.062 1.465  0.1148
113 H 36.047 13.226 0.309  0.1004
114 H 36.473 12.650 1.937  0.1100
115 P 34.384 6.204 -3.265  0.1222
116 F 34.420 5.892 -1.667  -0.1501
117 F 32.807 5.691 -3.314  -0.1964
118 F 33.740 7.676 -3.066  -0.1745
119 F 34.245 6.502 -4.825  -0.1577
120 F 35.781 6.877 -3.156  -0.1136
121 F 34.979 4.758 -3.638  -0.1544

Summary:
* total charge: +5
* gap between HOMO and LUMO: 9.61 eV
* total energy: -81836.3394 eV
* E_HOMO: -0.7075 Eh